[1]
{"formula": "C4H11N2O3", "method": "the ωB97M-V functional and the def2-TZVPD basis", "lumo_energy_ha": -0.111, "multiplicity": 1, "charge": 1, "homo_ev": -13.17, "smiles": "N[C@@]1(CO)[C@H](O)[NH2+][C@@H]1O", "species": ["N", "C", "C", "O", "C", "O", "N", "C", "O", "H", "H", "H", "H", "H", "H", "H", "H", "H", "H", "H"], "positions_angstrom": [[0.95, -1.35, 0.97], [0.19, -0.35, 0.23], [-0.44, 0.60, 1.28], [-1.61, -0.03, 1.69], [1.07, 0.38, -0.88], [1.21, 1.64, -0.61], [-0.05, 0.14, -1.90], [-0.78, -0.86, -0.81], [-2.10, -0.65, -0.82], [1.75, -1.01, 1.45], [0.41, -2.06, 1.42], [-0.54, 1.53, 0.70], [0.11, 0.75, 2.13], [-1.92, 0.32, 2.47], [1.94, -0.14, -1.01], [1.73, 2.28, -1.04], [-0.74, 0.84, -2.03], [-0.04, -0.26, -2.82], [-0.47, -1.84, -1.41], [-2.12, -0.20, 0.04]], "lowdin_charge": [0.11, -0.34, -0.15, 0.01, -0.25, 0.11, 0.20, -0.21, 0.10, 0.09, 0.10, 0.14, 0.12, 0.09, 0.15, 0.13, 0.15, 0.16, 0.21, 0.08]}

[2]
{"formula": "C4H11N2S", "method": "the ωB97M-V functional and the def2-TZVPD basis", "lumo_energy_ha": 0.148, "multiplicity": 1, "charge": -1, "homo_ev": -2.97, "species": ["C", "C", "S", "N", "H", "H", "H", "H", "H", "H", "C", "C", "N", "H", "H", "H", "H", "H"], "positions_angstrom": [[0.24, -1.80, -0.15], [0.39, -1.22, -1.57], [-0.98, -0.13, -2.09], [-1.07, -2.42, 0.11], [0.33, -0.96, 0.53], [0.98, -2.59, -0.06], [0.53, -2.03, -2.30], [1.32, -0.64, -1.57], [-1.27, -3.08, -0.63], [-1.75, -1.68, -0.07], [0.79, 2.12, 1.99], [-0.21, 1.85, 1.12], [-0.39, 2.38, -0.13], [1.61, 2.76, 1.70], [0.81, 1.64, 2.96], [-1.00, 1.20, 1.48], [0.40, 2.91, -0.47], [-0.74, 1.69, -0.84]], "lowdin_charge": [-0.39, -0.72, 0.22, -0.06, 0.07, 0.08, 0.03, 0.03, 0.04, -0.01, -0.07, -0.35, 0.01, 0.02, 0.02, 0.10, 0.07, -0.08]}

[3]
{"formula": "C4H11N2S", "method": "the ωB97M-V functional and the def2-TZVPD basis", "lumo_energy_ha": 0.134, "multiplicity": 1, "charge": -1, "homo_ev": -2.33, "smiles": "C[C@H](C[S-])NCN", "species": ["C", "C", "C", "S", "N", "C", "N", "H", "H", "H", "H", "H", "H", "H", "H", "H", "H", "H"], "positions_angstrom": [[-0.50, 1.80, -0.21], [-0.16, 0.50, 0.50], [1.12, -0.13, -0.07], [2.57, 0.89, 0.31], [-1.37, -0.43, 0.51], [-1.47, -1.33, -0.65], [-2.64, -2.16, -0.59], [-1.44, 2.12, 0.15], [0.23, 2.53, 0.05], [-0.64, 1.63, -1.28], [0.12, 0.63, 1.54], [1.26, -1.11, 0.40], [0.92, -0.46, -1.11], [-2.11, 0.22, 0.38], [-0.58, -1.96, -0.69], [-1.40, -0.74, -1.57], [-3.46, -1.82, -1.02], [-2.82, -2.56, 0.31]], "lowdin_charge": [-0.11, -0.49, -0.79, 0.11, -0.04, -0.36, 0.00, 0.04, 0.03, 0.08, 0.09, 0.03, 0.04, 0.06, 0.10, 0.11, 0.04, 0.05]}

[4]
{"formula": "C4H11N2S", "method": "the ωB97M-V functional and the def2-TZVPD basis", "lumo_energy_ha": -0.198, "multiplicity": 1, "charge": 1, "homo_ev": -11.84, "species": ["C", "C", "C", "C", "N", "N", "S", "H", "H", "H", "H", "H", "H", "H", "H", "H", "H", "H"], "positions_angstrom": [[1.32, 0.91, 0.27], [0.21, 0.11, 0.83], [-1.35, -1.71, 0.41], [-1.53, 0.31, -0.66], [2.03, -0.03, -0.50], [-0.78, -0.61, 0.09], [3.75, 0.48, -0.65], [1.02, 1.77, -0.48], [1.81, 1.34, 1.04], [0.74, -0.64, 1.51], [-0.22, 0.98, 1.42], [-0.98, -2.40, 1.20], [-2.27, -2.16, -0.09], [-1.35, 0.30, -1.68], [-2.66, -0.01, -0.55], [-1.34, 1.31, -0.35], [2.50, -1.08, 0.10], [3.21, 1.66, -0.52]], "lowdin_charge": [-0.40, -0.18, 0.20, -0.01, -0.47, -0.14, 0.74, 0.18, 0.08, 0.16, 0.17, 0.14, 0.16, 0.10, 0.16, 0.10, 0.18, -0.17]}

[5]
{"formula": "C4H11N2S", "method": "the ωB97M-V functional and the def2-TZVPD basis", "lumo_energy_ha": [-0.190, -0.190], "multiplicity": 1, "charge": 1, "homo_ev": [-13.51, -13.51], "species": ["C", "C", "C", "C", "N", "N", "S", "H", "H", "H", "H", "H", "H", "H", "H", "H", "H", "H"], "positions_angstrom": [[1.53, 0.23, 1.17], [0.29, -0.75, -0.73], [-1.95, -0.68, 0.44], [-1.00, 0.02, -0.48], [1.33, -0.59, 0.05], [1.38, 2.05, 0.02], [0.29, -1.95, -1.91], [0.54, 0.38, 1.77], [2.59, 0.20, 1.54], [-2.19, -1.76, 0.38], [-2.89, 0.09, 0.42], [-1.51, -0.77, 1.40], [-0.82, 1.00, -0.23], [-1.52, 0.10, -1.47], [2.08, -1.09, -0.26], [0.44, 2.30, 0.25], [2.06, 2.75, 0.29], [-0.64, -1.53, -2.65]], "lowdin_charge": [0.07, -0.58, -0.08, -0.25, -0.02, 0.07, 1.05, 0.13, 0.13, 0.10, 0.16, 0.05, 0.05, 0.13, 0.10, -0.03, 0.02, -0.12]}

[6]
{"formula": "C4H11N2S", "method": "the ωB97M-V functional and the def2-TZVPD basis", "lumo_energy_ha": -0.172, "multiplicity": 1, "charge": 1, "homo_ev": -13.37, "species": ["C", "C", "C", "C", "N", "N", "S", "H", "H", "H", "H", "H", "H", "H", "H", "H", "H", "H"], "positions_angstrom": [[-0.87, -1.16, 1.75], [1.98, 1.69, -1.03], [-2.55, 0.04, -0.42], [-0.28, 1.25, -0.59], [1.29, 1.67, 1.06], [0.92, 1.58, -0.10], [-1.19, 0.41, 0.71], [-1.93, -1.47, 1.86], [-0.21, -2.09, 1.68], [-0.58, -0.53, 2.59], [1.83, 2.45, -1.75], [1.95, 0.64, -1.45], [3.03, 1.99, -0.57], [-3.51, -0.05, 0.05], [-2.32, -0.80, -0.98], [-2.42, 0.92, -1.06], [-0.07, 0.72, -1.53], [0.63, 1.40, 1.84]], "lowdin_charge": [-0.19, -0.01, -0.24, -0.30, 0.16, -0.42, 1.06, 0.06, 0.11, 0.01, 0.09, 0.13, 0.16, 0.07, 0.04, 0.06, 0.10, 0.10]}

[7]
{"formula": "C4H11N2S", "method": "the ωB97M-V functional and the def2-TZVPD basis", "lumo_energy_ha": -0.154, "multiplicity": 1, "charge": 1, "homo_ev": -12.94, "species": ["C", "C", "C", "C", "N", "N", "S", "H", "H", "H", "H", "H", "H", "H", "H", "H", "H", "H"], "positions_angstrom": [[-0.14, -2.26, 0.48], [-0.31, -0.98, -0.21], [1.13, 2.03, -1.11], [-0.89, 2.43, 1.02], [-0.18, 0.18, 0.26], [0.51, -3.33, -0.24], [-0.58, 1.67, -0.62], [0.41, -2.38, 1.47], [-1.23, -2.63, 0.75], [-0.67, -0.94, -1.32], [1.28, 3.02, -1.06], [1.38, 1.45, -1.94], [1.80, 1.70, -0.44], [-0.63, 3.44, 1.01], [-0.32, 1.86, 1.66], [-1.96, 2.41, 1.30], [0.27, -4.24, 0.16], [0.15, -3.41, -1.18]], "lowdin_charge": [-0.27, -0.19, -0.18, -0.19, -0.19, -0.02, 1.13, 0.15, 0.16, 0.16, 0.03, 0.06, 0.03, 0.05, 0.02, 0.09, 0.10, 0.06]}

[8]
{"formula": "C4H11N2S", "method": "the ωB97M-V functional and the def2-TZVPD basis", "lumo_energy_ha": [-0.183, -0.181], "multiplicity": 1, "charge": 1, "homo_ev": [-13.51, -13.50], "species": ["C", "C", "C", "C", "N", "N", "S", "H", "H", "H", "H", "H", "H", "H", "H", "H", "H", "H"], "positions_angstrom": [[-1.53, 2.43, -0.58], [2.09, 0.07, -0.45], [1.04, -0.12, 0.51], [-0.71, -2.01, -0.59], [-1.58, -0.06, 1.10], [1.67, 1.16, 0.33], [-0.58, -0.21, -0.26], [-0.65, 3.15, -0.12], [-2.32, 3.18, -0.73], [3.01, -0.32, -0.16], [1.93, 0.03, -1.45], [1.25, -0.64, 1.54], [-1.47, -2.04, -1.24], [0.18, -2.24, -1.01], [-0.88, -2.61, 0.40], [-2.51, 0.24, 0.82], [2.21, 1.60, 1.06], [-1.22, 0.74, 1.63]], "lowdin_charge": [0.15, -0.17, -0.48, -0.16, -0.19, 0.02, 1.06, 0.02, -0.05, 0.11, 0.09, 0.19, 0.00, 0.01, 0.13, 0.06, 0.13, 0.07]}

Relative energy (zero: lowest compared OMol25 entry of this formula, charge and spin) per entry: 75.2 15.6 23.6 120.0 98.3 126.8 76.1 185.8 kcal per mole